No. 1
The following is a quantum chemistry calculation of a structure of composition C22H45N6O7P2S3SnTe, from the Open Molecules 2025 dataset.

Structure (ORCA input):
```
! wB97M-V def2-TZVPD RIJCOSX def2/J DEFGRID3
* xyz -2 2
Sn -0.69528 0.01167 0.07788
N -2.86880 0.20698 -2.61887
C -3.82267 1.27799 -2.34111
C -3.36312 2.60628 -2.94850
C -2.43285 3.43666 -2.06605
N -1.29302 2.68892 -1.58727
H -3.03253 -0.22140 -3.52058
H -2.91357 -0.53131 -1.92201
H -3.92345 1.37267 -1.25798
H -4.82959 1.04793 -2.72348
H -4.23448 3.23072 -3.18164
H -2.87588 2.39167 -3.90780
H -2.99104 3.76303 -1.18208
H -2.17120 4.35712 -2.62188
H -0.72345 3.20306 -0.92393
H -0.70692 2.31614 -2.32146
O -2.35022 -1.47946 -0.08209
N -2.18257 -2.79552 0.01421
C -3.04024 -3.43380 0.83712
C -2.97408 -4.78793 1.01834
C -1.97592 -5.49308 0.33064
C -1.11910 -4.82488 -0.50001
C -1.19141 -3.42134 -0.69558
S -0.13872 -2.53854 -1.67003
H -3.75973 -2.77012 1.30148
H -3.67100 -5.26993 1.68805
H -1.87792 -6.56509 0.45723
H -0.33883 -5.34107 -1.04148
C -2.95099 -2.24695 4.48619
C -2.97703 -0.73583 4.39480
O -2.54475 -0.33616 3.09589
P -3.37192 0.71194 2.20148
O -2.47361 0.97494 1.02018
Te -5.60134 -0.04009 1.87136
O -3.46307 2.04087 3.10629
C -2.22540 2.75034 3.36165
C -2.21496 3.21511 4.79827
H -3.04623 -2.56652 5.52764
H -2.01362 -2.62715 4.07917
H -3.78198 -2.67182 3.91831
H -2.29026 -0.28409 5.11836
H -3.98399 -0.35195 4.58221
H -2.17677 3.58984 2.66740
H -1.36481 2.11833 3.14247
H -3.07198 3.85861 5.00703
H -1.29837 3.77628 4.99022
H -2.24929 2.36415 5.48101
C 3.17132 -1.06197 -5.09217
C 2.57735 0.33066 -4.99473
O 3.02291 1.00524 -3.82269
P 1.97786 0.91273 -2.51279
O 2.53047 -0.31775 -1.66203
C 3.73978 -0.38281 -0.88744
C 4.90481 -0.86731 -1.72742
O 2.62214 2.12178 -1.65079
C 2.29615 3.47437 -1.97546
C 3.53151 4.19426 -2.47606
H 2.86385 -1.54698 -6.02238
H 2.83224 -1.67502 -4.25610
H 4.26149 -1.01669 -5.06392
H 1.48164 0.26867 -4.99216
H 2.87109 0.94700 -5.84950
H 3.52087 -1.07557 -0.08136
H 3.93806 0.59566 -0.45275
H 4.67889 -1.84487 -2.15905
H 5.79377 -0.96776 -1.09922
H 5.12582 -0.16866 -2.53574
H 1.90443 3.92783 -1.06327
H 1.49944 3.50096 -2.73037
H 4.31374 4.15501 -1.71696
H 3.30323 5.24379 -2.67825
H 3.90486 3.72771 -3.38965
S 0.59376 3.43484 1.34433
C 2.11062 3.84212 1.91131
N 3.16581 4.14261 2.30710
S 0.12315 -1.50568 2.09301
C 1.79480 -1.67064 1.56185
N 2.27001 -2.82752 0.90422
C 3.14533 -3.55478 1.83370
C 3.48412 -2.50811 2.91642
N 2.86568 -1.27990 2.40103
H 1.51449 -3.36712 0.51041
H 4.04221 -3.91846 1.32479
H 2.64056 -4.41834 2.28342
H 4.56189 -2.38272 3.04479
H 3.05915 -2.80969 3.88262
H 2.55863 -0.63421 3.11213
*
```

Results
HOMO (spin up / spin down) = -0.0267 / -0.0792 Eh
Relative energy (zero: lowest compared OMol25 entry of this formula, charge and spin) = 7.8 kJ/mol
Maximum force = 0.0080 hartree/bohr
Kohn-Sham gap (spin up / spin down) = 4.7 / 6.1 eV

=====

No. 2
The following is a quantum chemistry calculation of a cluster of 8 separate species, C22H45NO23 in total, from the Open Molecules 2025 dataset.

Structure (ORCA input):
```
! wB97M-V def2-TZVPD RIJCOSX def2/J DEFGRID3
* xyz 0 1
C -0.02773 -0.20985 0.13028
N -0.57002 0.47775 1.34769
O -1.13743 -0.22146 2.16735
O -0.41926 1.67665 1.43051
H -0.39563 -1.22499 0.13297
H 1.05157 -0.08535 0.21015
H -0.38577 0.38454 -0.70623
C -2.31960 -2.93307 -2.43907
O -2.82674 -2.06496 -3.44637
C -2.72706 -0.74748 -3.39231
O -2.17016 -0.10296 -2.53007
O -3.30445 -0.27805 -4.49140
C -3.33422 1.12306 -4.79451
H -3.07988 -3.70671 -2.37852
H -2.14598 -2.51962 -1.44871
H -1.40249 -3.36562 -2.83269
H -3.32855 1.23901 -5.87378
H -2.51679 1.67542 -4.35485
H -4.31894 1.43442 -4.44528
C 2.01246 -2.25589 2.87369
O 1.98682 -1.06646 3.64282
C 2.78832 -0.07671 3.31758
O 3.55450 -0.09135 2.39013
O 2.69299 0.87719 4.22123
C 3.55839 1.98657 4.05270
H 1.18467 -2.21785 2.17025
H 1.87199 -3.12350 3.51877
H 2.98476 -2.43587 2.41698
H 3.24183 2.66432 3.26609
H 4.60455 1.67968 3.99507
H 3.55525 2.52825 5.00284
C 2.06509 2.86246 -5.65861
O 2.17171 1.48463 -5.34671
C 1.12746 0.82049 -4.88682
O -0.02222 1.04673 -5.16141
O 1.59097 -0.24882 -4.20754
C 0.65008 -0.99523 -3.43789
H 1.03302 3.15470 -5.87706
H 2.53338 3.03432 -6.62996
H 2.46761 3.51341 -4.88784
H -0.35670 -0.64515 -3.66108
H 0.84882 -0.79447 -2.38487
H 0.74530 -2.05280 -3.66697
C -4.72701 -6.39109 4.88892
O -4.18650 -5.09578 4.72078
C -3.54434 -4.80103 3.60997
O -3.27484 -5.54232 2.70562
O -3.21810 -3.52213 3.68765
C -2.55012 -2.86187 2.62230
H -4.02973 -7.03897 5.41267
H -5.05352 -6.79503 3.93340
H -5.62902 -6.32644 5.49632
H -3.07112 -1.95809 2.31667
H -2.35191 -3.53204 1.78606
H -1.60955 -2.53256 3.06803
C 4.06683 1.67597 -0.18543
O 3.88420 1.87146 -1.56991
C 4.75406 1.44634 -2.45529
O 5.79316 0.89853 -2.19650
O 4.29812 1.70244 -3.66843
C 5.11986 1.37571 -4.76434
H 5.10723 1.74106 0.13408
H 3.71203 0.69864 0.13990
H 3.47324 2.42661 0.32928
H 4.58813 1.15446 -5.68520
H 5.75100 0.51074 -4.56366
H 5.76785 2.22822 -4.98838
C -3.25982 -3.28946 7.29896
O -2.85197 -1.93153 7.32219
C -1.69394 -1.66413 6.74156
O -0.99944 -2.48490 6.20223
O -1.44590 -0.36692 6.83449
C -0.40653 0.08340 5.94156
H -2.51288 -3.86195 7.85904
H -3.47699 -3.62389 6.29475
H -4.11661 -3.45404 7.95586
H -0.73265 0.03506 4.90632
H 0.54282 -0.40569 6.12707
H -0.33131 1.13874 6.20759
C -0.28626 6.99983 -4.34562
O 0.22960 5.97093 -3.54737
C -0.48761 4.83632 -3.48772
O -1.55428 4.62705 -3.99175
O 0.21441 3.96626 -2.75922
C -0.42832 2.69117 -2.52310
H 0.40993 7.83409 -4.39784
H -1.27696 7.40370 -4.11606
H -0.42228 6.70199 -5.39708
H 0.37664 2.16778 -2.01320
H -0.84202 2.24761 -3.41367
H -1.24955 2.84636 -1.82006
*
```

Results
HOMO = -0.3855 Eh
Relative energy (zero: lowest compared OMol25 entry of this formula, charge and spin) = 0.0 kJ/mol
Maximum force = 0.0451 hartree/bohr
SMILES string = C[N+](=O)[O-].COC(=O)OC.COC(=O)OC.COC(=O)OC.COC(=O)OC.COC(=O)OC.COC(=O)OC.COC(=O)OC
Kohn-Sham gap = 10.6 eV

=====

No. 3
The following is a quantum chemistry calculation of a structure of composition C22H46Cl38I2P, from the Open Molecules 2025 dataset.

Structure (ORCA input):
```
! wB97M-V def2-TZVPD RIJCOSX def2/J DEFGRID3
* xyz -1 1
C -0.40106 -2.63645 -1.21510
C -0.94353 -1.24886 -1.40582
I 0.57323 0.22788 -1.65525
C -2.24922 -1.01558 -1.41186
P -3.68240 -2.37702 -1.10182
I -2.95700 0.96673 -1.80513
H -1.13227 -3.38081 -1.50534
H 0.48523 -2.76489 -1.83902
H -0.12944 -2.75716 -0.17347
H -2.77457 -3.15900 -0.25362
H -4.03156 -1.61950 0.11370
H -4.62102 -1.51522 -1.83231
H -3.30910 -3.11012 -2.33471
H -4.73303 -3.34876 -0.86499
C 3.98675 2.31922 -3.09340
Cl 3.42212 2.50583 -1.43601
Cl 5.74622 2.54810 -3.22662
H 3.73928 1.31895 -3.43128
H 3.50011 3.05880 -3.71583
C 7.28346 -0.54145 -0.88789
Cl 8.92531 0.12713 -0.84518
Cl 6.90959 -1.45020 0.57987
H 6.58328 0.27760 -0.97877
H 7.20669 -1.20540 -1.74030
C -6.68605 -6.25589 -0.16295
Cl -6.40228 -5.54515 1.43823
Cl -5.95779 -5.30027 -1.45077
H -6.26141 -7.25262 -0.17695
H -7.75416 -6.28547 -0.33226
C 1.90910 6.06285 -4.04559
Cl 3.63201 6.09874 -4.46195
Cl 1.49677 4.62908 -3.10690
H 1.67783 6.94207 -3.45654
H 1.33277 6.05780 -4.96282
C -0.11386 -4.42338 2.22683
Cl -1.41333 -4.36780 1.03057
Cl -0.72029 -4.44634 3.89934
H 0.47990 -5.31404 2.07102
H 0.50236 -3.53784 2.10522
C 8.43673 2.38668 2.09988
Cl 7.38723 2.80394 0.74059
Cl 7.61078 2.58882 3.64990
H 8.73701 1.34998 1.99433
H 9.30066 3.03975 2.07225
C 4.49309 4.89175 1.54870
Cl 3.42272 5.38906 0.23267
Cl 3.65150 4.82313 3.10575
H 4.89322 3.90959 1.32275
H 5.29599 5.61038 1.62668
C 3.20723 -4.04967 -0.68114
Cl 2.06993 -5.39894 -0.73921
Cl 4.36181 -4.18043 0.65280
H 3.75273 -4.02390 -1.61640
H 2.64478 -3.13054 -0.54768
C -3.57434 4.96053 -0.60850
Cl -4.38973 4.10999 -1.91789
Cl -4.44971 6.42023 -0.10788
H -3.50066 4.29272 0.24179
H -2.58576 5.24912 -0.94401
C -6.25544 1.74447 0.92534
Cl -5.83048 0.07467 1.28011
Cl -7.08272 1.90034 -0.63095
H -6.91605 2.11400 1.70110
H -5.34579 2.33388 0.88824
C 7.99795 6.86751 1.11685
Cl 6.91419 7.25144 -0.22642
Cl 7.17905 6.96281 2.68158
H 8.34554 5.84520 1.00796
H 8.82923 7.56200 1.10565
C 3.83099 -1.38486 3.52266
Cl 2.26158 -2.17357 3.76338
Cl 4.05866 -0.87214 1.84210
H 3.88179 -0.50867 4.16028
H 4.61044 -2.09050 3.78431
C 10.99527 4.18706 -0.80292
Cl 10.53616 4.71863 0.82546
Cl 12.74493 4.19675 -1.02846
H 10.62714 3.17788 -0.94816
H 10.54504 4.86143 -1.52109
C -10.62818 -4.96645 -0.80617
Cl -10.86001 -4.80641 -2.55010
Cl -10.26694 -6.63036 -0.32894
H -9.79324 -4.33982 -0.51301
H -11.53536 -4.64827 -0.30713
C 1.68521 1.13867 2.83566
Cl -0.10041 0.90516 2.74505
Cl 2.36624 1.88275 1.36841
H 1.92428 1.81619 3.70221
H 2.15270 0.17970 2.96187
C 4.05278 -7.80325 3.06442
Cl 2.80589 -6.56617 3.22697
Cl 5.23271 -7.42390 1.80139
H 4.57880 -7.87966 4.00834
H 3.57832 -8.74554 2.81879
C -12.96576 -2.11807 -3.57353
Cl -14.07143 -1.59836 -4.85411
Cl -13.79747 -2.31526 -2.02291
H -12.53265 -3.06905 -3.85306
H -12.18843 -1.36959 -3.45955
C -10.42768 1.36276 -4.39276
Cl -10.67963 1.65562 -6.11714
Cl -10.10527 -0.34171 -4.04937
H -9.57562 1.94386 -4.06162
H -11.32174 1.65945 -3.85774
C -0.66278 1.15509 5.13216
Cl -1.35748 1.73215 6.68330
Cl 0.99005 1.74126 4.85777
H -0.64048 0.07325 5.15081
H -1.28468 1.51130 4.33903
*
```

Results
HOMO = -0.1443 Eh
Maximum force = 0.2108 hartree/bohr
Kohn-Sham gap = 5.3 eV

=====

No. 4
The following is a quantum chemistry calculation of the ion C22H46FIN7O5S with charge +1, from the Open Molecules 2025 dataset.

Structure (ORCA input):
```
! wB97M-V def2-TZVPD RIJCOSX def2/J DEFGRID3
* xyz 1 1
C 1.38766 3.85819 4.10118
C -0.04690 3.52380 3.67976
C -0.25667 2.02293 3.41661
C -0.65400 1.65214 1.98719
N 0.51936 1.32364 1.20270
C 0.40602 1.08167 -0.21504
C 0.44206 2.46285 -1.00722
I 1.47423 4.00737 0.11148
C -0.84955 3.09178 -1.53073
C -0.60619 4.25530 -2.48833
C -0.83593 0.18899 -0.45473
C -2.25025 0.66711 -0.54836
C -3.30002 0.09869 0.45159
O -4.14131 -0.75883 -0.28973
C -4.06785 1.27588 1.10737
N -5.49224 0.98779 1.28772
N -0.49070 -1.06482 -0.58864
C -1.38618 -2.16793 -0.96946
C -1.80327 -3.14235 0.12920
C -2.96202 -4.03247 -0.36791
C 0.97441 -1.32121 -0.32937
C 1.41967 -2.58430 -1.08503
C 2.82182 -3.24941 -0.98829
N 3.57295 -2.91662 0.19764
N 2.51437 -4.69886 -0.96433
N 3.65246 -2.91874 -2.14265
S 0.87539 -1.81683 1.50896
O 1.09114 -3.22443 1.59415
O -0.25534 -1.20189 2.11908
F 2.11973 -1.11588 2.11502
C 1.54626 0.09780 -0.70923
C 2.89879 0.54968 -0.11053
N 4.06942 -0.08547 -0.72077
C 1.80396 0.12268 -2.25620
C 0.66746 0.16330 -3.25553
O 0.33589 1.14235 -3.86371
O 0.01818 -1.03346 -3.45835
H 1.60715 4.91742 4.00774
H 2.09536 3.29724 3.48788
H 1.55612 3.54152 5.12961
H -0.69865 3.80378 4.50512
H -0.30432 4.10908 2.80016
H 0.63618 1.45919 3.69571
H -1.04750 1.65278 4.06909
H -1.13045 2.52397 1.53126
H -1.37710 0.83797 2.03801
H 1.18019 0.74689 1.68676
H 1.09646 2.39270 -1.85784
H -1.38414 2.33484 -2.09708
H -1.49310 3.41512 -0.71268
H 0.29032 4.09225 -3.08227
H -1.44697 4.35434 -3.17121
H -0.49987 5.19854 -1.95964
H -2.62218 0.45532 -1.55423
H -2.23183 1.73567 -0.41711
H -2.80515 -0.43749 1.26227
H -4.51050 -1.43658 0.28054
H -4.00693 2.15474 0.47076
H -3.58703 1.47871 2.06721
H -5.95698 1.82963 1.59817
H -5.63249 0.29336 2.01004
H -0.87207 -2.72947 -1.74087
H -2.25620 -1.74329 -1.45283
H -0.97048 -3.80301 0.36131
H -2.07953 -2.63241 1.04526
H -3.70440 -4.15342 0.41986
H -2.61699 -5.02506 -0.63756
H -3.48117 -3.58647 -1.21433
H 1.23379 -2.36708 -2.13467
H 0.71309 -3.36616 -0.83316
H 4.53006 -3.22584 0.08469
H 3.19406 -3.43023 0.97971
H 2.00729 -4.95757 -1.80415
H 3.40557 -5.17902 -1.01631
H 4.45167 -2.37034 -1.86780
H 3.16152 -2.42427 -2.86734
H 2.92142 0.42253 0.96139
H 2.95038 1.62345 -0.28072
H 4.67639 -0.45425 -0.00462
H 4.60151 0.60308 -1.23456
H 2.43911 -0.71740 -2.51119
H 2.39533 1.00881 -2.46537
H 0.36030 -1.48405 -4.24052
*
```

Results
HOMO = -0.4209 Eh
Maximum force = 0.0179 hartree/bohr
SMILES string = CCCCN[C@]1([C@H](I)CC)C(C[C@H](O)CN)=[N+](CCC)[C@](CC(N)(N)N)(S(=O)(=O)F)[C@@]1(CN)CC(=O)O
Kohn-Sham gap = 7.8 eV

=====

No. 5
The following is a quantum chemistry calculation of a cluster of 4 separate species, C22H46N3O10 in total, from the Open Molecules 2025 dataset.

Structure (ORCA input):
```
! wB97M-V def2-TZVPD RIJCOSX def2/J DEFGRID3
* xyz 1 1
C 2.91704 -5.17637 -0.27259
O 3.38092 -3.87192 -0.50991
C 2.34340 -2.93567 -0.71607
C 2.96097 -1.55584 -0.86828
C 1.97578 -0.37775 -0.85595
C 0.95541 -0.32501 0.30347
C -0.48706 -0.01360 -0.14431
C -1.62668 -0.84206 0.49203
C -2.87875 -0.75542 -0.39059
C -2.89601 -1.81335 -1.49484
N -1.59542 -2.57424 -1.50280
C -1.28695 -3.08518 -0.29867
N -0.97849 -4.36314 -0.12740
N -1.23867 -2.24860 0.75162
H 2.57322 -5.66375 -1.19547
H 2.08712 -5.17371 0.45165
H 3.73868 -5.75211 0.15418
H 1.64061 -2.98935 0.12914
H 1.78257 -3.20184 -1.63139
H 3.73734 -1.43160 -0.10613
H 3.47939 -1.53644 -1.83236
H 1.45315 -0.34770 -1.81938
H 2.57916 0.53300 -0.82462
H 1.26818 0.46199 0.99526
H 0.98116 -1.24726 0.88438
H -0.72140 1.02613 0.10293
H -0.56937 -0.08397 -1.23365
H -1.88223 -0.40197 1.45796
H -3.79715 -0.81277 0.19811
H -2.86745 0.24388 -0.83341
H -3.02642 -1.37368 -2.48161
H -3.69363 -2.54160 -1.33119
H -1.59119 -3.28953 -2.22156
H -0.51539 -4.67385 0.71278
H -1.15195 -5.04932 -0.84363
H -1.67730 -2.66293 1.56576
C -4.08002 -0.92093 3.97915
C -4.55413 0.34424 3.29333
O -5.21877 1.22477 4.19743
C -4.39665 1.95592 4.96683
O -3.19397 1.92989 4.91296
O -5.13468 2.67801 5.79073
C -4.39204 3.49771 6.70796
H -4.91165 -1.41225 4.48350
H -3.67018 -1.61539 3.24022
H -3.30787 -0.70577 4.71618
H -5.29665 0.09841 2.53415
H -3.72732 0.86612 2.80814
H -3.68614 4.12614 6.17056
H -3.85940 2.87290 7.42178
H -5.13321 4.10456 7.21628
C -1.92233 5.45664 -2.42874
C -3.23864 4.88471 -2.90181
O -3.63922 3.74081 -2.11394
C -4.18739 4.03131 -0.93740
O -4.38498 5.12553 -0.48596
O -4.46721 2.87834 -0.31562
C -5.02376 3.03212 0.99584
H -1.15055 4.68596 -2.42344
H -1.60683 6.25457 -3.10062
H -2.01473 5.86985 -1.42566
H -3.16072 4.49530 -3.91440
H -4.03331 5.62826 -2.87259
H -5.89690 3.67946 0.98923
H -4.27587 3.43367 1.67916
H -5.30450 2.02884 1.29780
C 8.29860 1.69930 -2.46534
C 8.73134 0.59390 -3.40142
O 8.63469 -0.70156 -2.77737
C 7.41748 -1.22823 -2.73431
O 6.40876 -0.73776 -3.17828
O 7.48590 -2.39318 -2.09022
C 6.23040 -3.06794 -1.98139
H 8.86789 1.65547 -1.53668
H 8.47547 2.66769 -2.93349
H 7.23790 1.61798 -2.23203
H 9.78391 0.68636 -3.65903
H 8.14475 0.59135 -4.31904
H 5.78140 -3.20454 -2.96350
H 5.55114 -2.51127 -1.34315
H 6.44736 -4.03077 -1.52935
*
```

Results
HOMO = -0.4501 Eh
Maximum force = 0.0239 hartree/bohr
Kohn-Sham gap = 9.3 eV

=====

Asked for DFT total energy across the records above, the calculation gives -4080.29813 -2650.45573 -19289.53758 -2420.83833 -1782.35262 Eh in order.